Entry from OMol25: a 2-piece molecular cluster, C4H4O2 overall (wB97M-V/def2-TZVPD).

Summary:
Maximum force: 0.834 eV Å⁻¹
E_LUMO: -0.4 eV
Total charge: 0
E_tot: -305.15541 Eh
Multiplicity: 1
Energy relative to the best compared isomer or geometry (same formula, charge and spin): 77.84 kcal per mole

Last column: Mulliken charge in e.
CARTESIAN COORDINATES (ANGSTROEM)
O  -2.732  0.656  -0.156  -0.428
C  -1.868  -0.134  -0.411  0.007
O  -0.434  -0.118  1.406  -0.447
C  0.263  0.509  0.633  -0.524
C  1.490  -0.039  0.098  -0.118
C  2.556  -0.480  -0.246  0.234
H  -1.851  -1.203  -0.126  0.261
H  -0.942  0.147  -0.979  0.188
H  0.009  1.534  0.305  0.427
H  3.509  -0.872  -0.524  0.400

Entry from OMol25: a 2-piece molecular cluster, C3H10S3 overall (wB97M-V/def2-TZVPD).

Summary:
Maximum force: 0.993 eV Å⁻¹
E_LUMO: 0.6 eV
Total charge: 0
E_tot: -1314.84169 Eh
Multiplicity: 1
Energy relative to the best compared isomer or geometry (same formula, charge and spin): 4.03 kcal per mole

Last column: Mulliken charge in e.
CARTESIAN COORDINATES (ANGSTROEM)
C  -4.032  1.172  0.609  -0.717
S  -3.508  -0.559  0.753  -0.074
S  -1.960  -0.644  -0.623  -0.195
H  -4.954  1.300  0.044  0.281
H  -3.254  1.671  0.047  0.265
H  -4.128  1.621  1.598  0.276
H  -0.974  -0.703  0.287  0.144
C  2.638  0.571  -0.350  -0.848
C  2.394  -0.878  -0.759  -0.558
S  1.773  -1.916  0.610  -0.187
H  3.346  0.591  0.471  0.292
H  1.710  0.994  0.013  0.256
H  2.924  1.166  -1.204  0.311
H  1.735  -0.988  -1.622  0.314
H  3.330  -1.351  -1.067  0.337
H  2.963  -2.047  1.194  0.104

Entry from OMol25: a 2-piece molecular cluster, C4H14N4 overall (wB97M-V/def2-TZVPD).

Summary:
Maximum force: 1.818 eV Å⁻¹
E_LUMO (spin up / spin down): 0.9 / 0.9 eV
Total charge: 0
E_tot: -379.70729 Eh
Multiplicity: 1
Energy relative to the best compared isomer or geometry (same formula, charge and spin): 79.40 kcal per mole

Last column: Mulliken charge in e.
CARTESIAN COORDINATES (ANGSTROEM)
C  -1.017  0.824  -0.041  -0.002
C  -0.944  -1.524  -0.463  -0.319
C  1.590  -0.386  0.121  -0.640
C  2.636  0.705  0.345  -1.148
N  -1.478  -0.499  0.188  -0.164
N  -1.127  1.163  -1.436  -0.560
N  -1.599  1.703  0.944  -0.664
N  -0.985  -2.815  0.025  -0.494
H  -1.729  -0.644  1.159  0.281
H  0.485  0.333  0.021  0.394
H  -0.649  -1.367  -1.486  0.479
H  -2.459  2.155  0.633  0.202
H  -0.515  1.934  -1.670  0.245
H  -2.075  1.403  -1.725  0.183
H  -0.948  2.425  1.222  0.229
H  -0.932  -2.896  1.033  0.235
H  -0.351  -3.452  -0.434  0.262
H  1.923  -1.069  -0.664  0.298
H  1.461  -0.988  1.026  0.248
H  2.832  1.252  -0.580  0.281
H  3.593  0.310  0.699  0.365
H  2.289  1.431  1.085  0.291

Entry from OMol25: one molecule with the formula C6H12O (wB97M-V/def2-TZVPD).

Summary:
Maximum force: 0.648 eV Å⁻¹
E_LUMO: 0.9 eV
Total charge: 0
E_tot: -311.02022 Eh
Multiplicity: 1
Energy relative to the best compared isomer or geometry (same formula, charge and spin): 24.51 kcal per mole

Last column: Mulliken charge in e.
CARTESIAN COORDINATES (ANGSTROEM)
C  2.145  -0.243  -0.738  -0.891
C  1.304  0.437  0.044  0.319
O  1.340  0.384  1.403  -0.440
C  0.161  1.295  -0.438  -0.611
C  -1.193  1.040  0.250  -0.591
C  -1.718  -0.374  -0.040  -0.414
C  -0.687  -1.475  0.238  -0.934
H  2.862  -0.949  -0.323  0.282
H  2.077  -0.163  -1.816  0.304
H  0.257  -1.282  -0.269  0.276
H  2.093  -0.166  1.661  0.322
H  0.472  2.332  -0.280  0.283
H  0.038  1.136  -1.517  0.237
H  -1.104  1.211  1.330  0.322
H  -1.915  1.786  -0.117  0.330
H  -2.018  -0.422  -1.095  0.276
H  -2.630  -0.554  0.545  0.302
H  -0.999  -2.443  -0.149  0.393
H  -0.484  -1.553  1.313  0.237

Entry from OMol25: C25H20F6N5OTi as an isolated structure (wB97M-V/def2-TZVPD).

Summary:
Maximum force: 3.466 eV Å⁻¹
E_LUMO (spin up / spin down): -4.3 / -4.4 eV
Total charge: +1
E_tot: -2762.17908 Eh
Expectation value of S²: 2.022
Multiplicity: 3

Last column: Mulliken charge in e.
CARTESIAN COORDINATES (ANGSTROEM)
Ti  0.150  -0.158  -0.041  0.031
C  4.407  -1.355  -0.348  -0.835
C  4.932  -0.096  -0.163  -0.632
C  4.059  1.032  -0.265  -0.750
C  2.681  0.770  -0.557  0.706
N  2.227  -0.484  -0.650  0.279
C  3.074  -1.543  -0.495  0.048
C  1.690  1.822  -0.878  0.655
C  1.746  3.207  -0.740  -0.651
C  0.816  3.968  -1.445  -0.614
C  -0.119  3.325  -2.279  -0.790
C  -0.263  1.924  -2.263  0.039
N  0.595  1.181  -1.549  -0.076
H  5.085  -2.216  -0.213  0.390
H  5.922  0.065  0.121  0.537
H  4.352  2.074  -0.305  0.403
H  2.640  -2.527  -0.697  0.374
H  2.535  3.667  -0.181  0.509
H  0.723  5.012  -1.175  0.446
H  -0.658  3.734  -3.143  0.423
H  -0.993  1.375  -2.871  0.471
C  -4.764  0.476  -2.440  -0.744
C  -3.887  -0.583  -2.292  -0.550
C  -2.792  -0.555  -1.469  0.339
C  -2.640  0.541  -0.598  0.480
C  -3.675  1.510  -0.502  -0.283
C  -4.705  1.525  -1.501  -0.557
N  -1.561  0.661  0.222  1.324
N  -1.641  1.623  1.185  -0.853
C  -0.580  1.687  1.977  0.371
C  -0.586  2.608  3.118  -0.882
C  0.559  2.675  3.899  -0.292
C  1.607  1.736  3.611  -0.896
C  1.377  0.700  2.749  -0.269
N  0.374  0.711  1.820  0.316
H  -5.416  0.457  -3.261  0.500
H  -4.034  -1.336  -3.101  0.276
H  -2.129  -1.428  -1.356  -0.291
H  -3.684  2.181  0.425  0.308
H  -5.415  2.345  -1.538  0.401
H  -1.348  3.393  3.313  0.408
H  0.795  3.374  4.705  0.411
H  2.522  1.732  4.198  0.426
H  2.036  -0.109  2.678  0.554
C  0.569  -3.922  1.341  -1.730
C  -0.287  -3.249  0.240  0.877
O  0.138  -1.944  0.088  -0.378
C  -1.705  -3.303  0.819  0.438
F  -1.905  -2.412  1.859  -0.249
F  -2.096  -4.517  1.275  -0.263
F  -2.682  -2.926  -0.058  -0.255
C  -0.172  -3.914  -1.191  0.707
F  -0.516  -5.180  -1.259  -0.271
F  -0.884  -3.219  -2.078  -0.224
F  1.117  -3.826  -1.621  -0.280
H  0.523  -3.317  2.300  0.378
H  1.636  -4.012  1.040  0.320
H  0.251  -4.957  1.538  0.468

Entry from OMol25: C13H44F12MnN20O21S4 as an isolated structure (wB97M-V/def2-TZVPD).

Summary:
Maximum force: 8.003 eV Å⁻¹
E_LUMO (spin up / spin down): -1.4 / -1.5 eV
Total charge: 0
E_tot: -7139.14098 Eh
Expectation value of S²: 8.753
Multiplicity: 6

Last column: Mulliken charge in e.
CARTESIAN COORDINATES (ANGSTROEM)
Mn  0.779  2.277  2.928  0.975
C  -1.862  -2.507  -2.643  0.554
F  -2.531  -1.452  -2.484  -0.134
F  -1.648  -2.651  -3.925  -0.276
F  -0.706  -2.616  -2.004  -0.107
S  -3.102  -3.882  -2.026  0.882
O  -3.507  -3.402  -0.666  -0.585
O  -4.170  -3.794  -3.062  -0.616
N  -2.136  -5.322  -2.137  -0.519
S  -3.129  -6.449  -2.010  0.912
O  -3.908  -6.477  -0.793  -0.591
O  -3.937  -6.613  -3.204  -0.647
C  -2.023  -8.018  -1.974  0.566
F  -2.869  -9.024  -1.716  -0.224
F  -1.527  -8.224  -3.199  -0.230
F  -1.009  -7.969  -1.057  -0.188
C  1.282  -1.087  0.469  0.532
F  2.466  -0.741  1.048  -0.034
F  1.552  -1.536  -0.768  -0.091
F  0.513  -2.007  1.173  0.204
S  0.094  0.485  0.248  -0.467
O  -0.172  0.582  -1.202  -0.231
O  -1.141  0.105  0.934  -0.482
N  0.921  1.906  0.981  0.980
S  1.686  2.536  -0.190  0.478
O  2.739  3.376  0.336  -0.696
O  2.218  1.713  -1.255  -0.483
C  0.382  3.847  -0.785  0.332
F  -0.795  3.339  -1.007  0.252
F  0.273  4.798  0.120  -0.279
F  0.717  4.351  -1.999  -0.119
O  -0.850  6.876  -1.913  -0.679
H  -1.242  7.375  -1.196  0.294
H  -0.034  6.533  -1.548  0.154
O  1.854  -1.742  3.999  -0.789
H  2.551  -2.309  3.669  0.279
H  1.047  -2.225  3.821  0.459
O  1.494  4.320  2.905  -0.249
H  1.650  4.757  3.742  0.223
H  1.856  4.917  2.251  0.232
O  0.235  0.355  3.711  -0.280
H  0.589  -0.492  3.983  0.297
H  -0.714  0.240  3.746  0.105
C  -1.652  2.000  -3.867  0.827
O  -2.494  2.823  -3.494  -0.787
N  -0.417  2.341  -3.974  -0.053
N  -1.866  0.782  -4.391  -0.391
H  -0.203  3.184  -3.461  -0.344
H  0.170  1.661  -4.434  0.145
H  -2.815  0.475  -4.554  0.241
H  -1.032  0.353  -4.766  0.099
C  4.163  1.821  3.325  0.507
O  2.941  1.919  3.273  -0.336
N  4.823  1.376  2.319  -0.250
N  4.968  2.059  4.263  -0.328
H  4.436  1.090  1.431  0.084
H  5.808  1.207  2.463  0.155
H  5.932  2.027  3.962  0.111
H  4.866  2.326  5.232  0.220
C  3.247  -4.323  1.918  0.836
O  2.553  -4.254  2.897  -0.691
N  3.114  -5.206  1.035  -0.392
N  4.120  -3.458  1.564  -0.303
H  2.423  -5.924  1.201  0.223
H  3.586  -5.254  0.143  0.117
H  4.172  -2.576  2.054  0.064
H  4.785  -3.633  0.824  0.099
C  -1.423  -5.772  1.484  0.565
O  -1.865  -6.909  1.432  -0.702
N  -1.166  -4.920  0.567  0.088
N  -1.063  -5.180  2.622  -0.136
H  -1.438  -5.110  -0.387  0.186
H  -1.021  -3.986  0.923  0.047
H  -1.137  -5.701  3.484  0.176
H  -0.615  -4.274  2.613  -0.131
C  -2.341  2.678  2.787  0.681
O  -1.145  3.004  2.909  -0.617
N  -3.008  2.206  3.777  -0.349
N  -2.949  2.506  1.579  -0.106
H  -3.815  1.744  3.382  0.102
H  -2.693  2.095  4.730  0.236
H  -2.469  2.580  0.694  -0.039
H  -3.945  2.356  1.659  0.159
C  -4.222  5.340  -1.734  0.587
O  -4.584  6.440  -1.360  -0.747
N  -3.119  5.145  -2.407  -0.034
N  -4.564  4.234  -1.128  -0.340
H  -2.536  5.950  -2.585  -0.114
H  -2.859  4.257  -2.812  0.396
H  -5.252  4.365  -0.400  0.203
H  -4.126  3.331  -1.237  0.162
C  5.670  -1.440  -1.412  0.691
O  5.819  -0.249  -1.357  -0.689
N  6.562  -2.356  -1.407  -0.358
N  4.481  -1.909  -1.550  -0.250
H  7.503  -1.990  -1.447  0.266
H  6.278  -3.310  -1.579  0.186
H  3.762  -1.221  -1.724  0.081
H  4.253  -2.884  -1.420  0.062
C  0.046  5.770  -5.052  0.656
O  0.218  5.196  -6.105  -0.718
N  -1.089  6.346  -4.781  -0.301
N  0.937  6.094  -4.155  -0.288
H  -1.781  6.227  -5.506  0.192
H  -1.205  6.782  -3.877  0.206
H  0.543  6.749  -3.494  0.192
H  1.928  5.904  -4.194  0.180
C  -2.020  -2.208  3.508  0.620
O  -0.809  -2.237  3.479  -0.956
N  -2.765  -2.922  4.243  -0.376
N  -2.678  -1.414  2.743  -0.053
H  -2.287  -3.588  4.834  0.277
H  -3.744  -2.683  4.314  0.133
H  -3.599  -1.122  3.037  0.235
H  -2.181  -0.878  2.045  0.171